Density functional theory data (ωB97M-V with the def2-TZVPD basis set) for 3 unconnected molecules or ions with the total composition C31H17F14N3O12S in a non-equilibrium geometry.

XYZ file:
```
78
Properties=species:S:1:pos:R:3:forces:R:3
O 4.491939 -4.992402 5.243692 0.4 -1.0 -0.4
C 5.035601 -5.234891 4.254367 0.7 0.9 -0.7
N 5.664417 -5.343316 3.166577 -1.8 1.3 0.4
C 5.198025 -4.272399 2.267609 0.1 -0.1 0.6
N 4.463314 -3.267679 2.839030 1.6 -1.1 -4.6
C 4.114088 -2.364907 1.831419 -1.6 2.7 -0.3
C 3.250275 -1.178612 2.258349 0.2 0.4 -2.5
C 2.786808 -0.185332 1.303586 1.4 -1.8 -0.1
C 3.184017 -0.262600 -0.176809 0.5 -2.9 2.3
S 2.519526 1.049485 -1.237699 4.3 3.6 -0.9
O 3.074510 1.095595 -2.595884 -1.5 -1.8 1.3
O 2.871508 2.327837 -0.585079 -1.9 -2.3 0.3
C 0.671033 0.835536 -1.433318 -0.7 -1.3 -1.4
F 0.452510 -0.512709 -1.753222 0.3 2.1 0.8
F 0.301826 1.563800 -2.554702 0.6 -0.9 2.5
C -0.196249 1.197132 -0.159564 -2.9 0.5 0.5
F 0.134288 2.373674 0.448139 0.0 -2.1 -1.0
F -1.510789 1.357217 -0.618769 2.1 -0.3 0.6
F -0.265070 0.177870 0.771492 0.8 1.8 -1.6
C 4.050450 -1.368083 -0.602227 -0.8 0.7 0.8
C 4.536147 -1.484143 -2.088208 -0.8 -0.3 -0.4
C 5.645871 -0.435788 -2.514388 -0.6 -0.2 0.1
C 7.132993 -0.867551 -2.212483 -0.1 0.5 -1.5
F 7.285991 -2.157230 -1.726460 -0.1 1.9 -0.3
F 7.812895 -0.838731 -3.459183 -0.7 -0.1 1.8
C 7.895098 0.230241 -1.321814 0.6 -0.9 -2.0
F 9.262218 -0.048346 -1.442964 -2.0 0.5 1.0
F 7.706938 1.460738 -1.964462 0.0 -1.8 1.6
C 7.433760 0.265514 0.188586 0.2 1.1 1.6
F 6.123391 0.731782 0.349483 2.0 -0.9 -0.8
F 7.522253 -0.956370 0.835561 -0.1 1.5 -1.5
C 8.330332 1.285914 1.051874 -0.8 0.4 1.9
F 9.623403 0.866932 1.203764 -2.0 1.0 -0.7
F 7.758653 1.284607 2.330776 1.0 -0.1 -2.0
F 8.213910 2.581079 0.602699 0.8 -2.3 0.4
C 4.494913 -2.427896 0.400271 -0.4 0.8 0.1
N 5.282792 -3.467814 -0.103318 -0.6 -0.8 3.3
C 5.616795 -4.403008 0.825929 -0.2 0.9 -0.3
C 6.467685 -5.635237 0.337840 -0.9 -0.2 -0.7
C 5.479406 -6.760824 -0.230501 -0.8 -0.5 0.7
O 4.800544 -7.467113 0.491468 1.0 1.1 -0.7
H 2.971235 -1.080729 3.339683 0.3 -0.2 -1.3
H 2.143911 0.662408 1.673043 0.9 -1.0 -0.5
H 4.827628 -2.547453 -2.353402 -0.1 1.4 0.7
H 3.628687 -1.267930 -2.737872 1.2 -0.1 0.8
H 5.397363 0.549029 -2.027656 0.5 -1.0 -0.5
H 5.551541 -0.256640 -3.630560 0.3 -0.3 1.4
H 7.051936 -6.112883 1.169432 -0.6 0.6 -0.8
H 7.113796 -5.337770 -0.543175 -0.6 0.0 1.3
H 5.358180 -6.930850 -1.352038 0.6 0.6 0.9
C -7.579401 0.551432 -2.159650 0.1 -0.3 -0.1
C -7.331253 1.815795 -1.805824 -1.0 0.1 0.0
C -5.934165 2.326223 -1.664092 0.7 0.1 0.0
O -5.750606 3.489440 -1.358440 -0.4 -0.1 0.0
C -4.834418 1.389342 -1.898244 -0.1 0.3 0.1
C -5.082454 0.124309 -2.248612 1.0 -0.1 0.0
C -6.478624 -0.378185 -2.416810 -0.7 0.0 0.0
O -6.661871 -1.533474 -2.755081 0.4 0.1 0.0
O -4.081870 -0.756195 -2.466732 -1.0 0.1 0.0
O -8.332662 2.689107 -1.561491 1.1 -0.1 -0.1
H -8.585907 0.170411 -2.267766 0.0 0.0 0.0
H -3.828109 1.765794 -1.775511 0.0 0.0 0.0
H -4.520801 -1.595349 -2.706608 0.1 0.1 0.0
H -7.893178 3.531844 -1.326582 -0.1 0.0 0.1
C -10.401562 3.338137 0.921857 0.2 0.2 0.0
C -11.541041 2.865964 1.435795 -0.1 -0.6 -0.8
C -12.073255 3.364814 2.739661 -0.1 0.3 0.6
O -13.124783 2.922892 3.165253 0.1 -0.2 -0.3
C -11.293094 4.373173 3.459020 -0.2 -0.2 -0.1
C -10.152007 4.841983 2.945395 0.1 0.6 0.9
C -9.635474 4.362145 1.628760 0.0 -0.4 -0.6
O -8.599782 4.828021 1.185251 -0.1 0.1 0.3
O -9.415997 5.770198 3.593325 -0.1 -0.6 -0.8
O -12.262331 1.918530 0.800044 0.1 0.6 0.8
H -10.006410 2.987891 -0.021722 0.0 0.0 0.0
H -11.679410 4.713578 4.409961 0.0 0.0 0.0
H -8.646014 5.941620 3.016999 0.0 0.0 0.1
H -13.035807 1.751403 1.372956 0.0 0.0 -0.1
```
Forces are in eV/Å.

Computed properties:
Frontier orbital gap (eV): 8.0
Multiplicity: 1

***

Density functional theory data (ωB97M-V with the def2-TZVPD basis set) for a molecular structure, C31H18BrCrN5O.

XYZ file:
```
57
Properties=species:S:1:pos:R:3:forces:R:3
Cr -0.202346 0.075449 0.306436 -0.6 -0.3 0.0
Br 0.419365 12.247769 5.539036 0.0 0.0 0.0
C 0.365211 10.385337 5.193466 0.0 0.0 0.0
C 0.270653 9.498569 6.251849 0.0 0.0 0.0
C 0.234944 8.138835 5.986359 0.0 0.0 0.0
C 0.285183 7.673102 4.678495 0.0 0.1 0.0
C 0.385248 8.578858 3.623794 0.0 0.0 0.0
C 0.425322 9.936921 3.881470 0.0 0.0 0.0
N 0.243148 6.263828 4.523226 0.0 -0.2 0.1
N 0.155272 5.875954 3.344379 0.0 0.2 0.0
C 0.099769 4.495226 3.150556 0.0 -0.1 0.0
C 0.140523 3.554325 4.168218 0.0 0.0 0.0
C 0.084799 2.192617 3.917654 0.0 0.0 0.0
C -0.012765 1.684319 2.615743 0.0 -0.1 0.1
O -0.072785 0.427729 2.354476 0.1 0.1 -0.1
C -0.047464 2.662669 1.544856 0.0 0.1 -0.1
N -0.136056 2.176658 0.272667 0.0 0.3 0.0
C -0.211164 3.010320 -0.739715 0.0 0.0 0.0
C -0.188702 4.402248 -0.567940 0.0 0.0 0.0
C -0.082090 4.915677 0.694015 0.0 0.0 0.0
C -0.005208 4.047186 1.806006 0.0 -0.1 0.0
H 0.226997 9.864863 7.267803 0.0 0.0 0.0
H 0.163990 7.418674 6.790609 0.0 0.0 0.0
H 0.433559 8.210724 2.609446 0.0 0.0 0.0
H 0.504835 10.648613 3.071310 0.0 0.0 0.0
H 0.215629 3.910251 5.186932 0.0 0.0 0.0
H 0.106362 1.481570 4.732868 0.0 0.0 0.0
H -0.302720 2.573691 -1.726890 0.0 0.0 0.0
H -0.261321 5.045830 -1.433390 0.0 0.0 0.0
H -0.062735 5.982248 0.866268 0.0 0.0 0.0
N 1.848446 -0.137146 0.075628 0.4 0.0 0.0
C 2.987139 -0.208707 -0.039056 -0.1 0.0 0.0
C 4.407798 -0.288047 -0.164992 0.1 0.0 0.0
C 5.140642 -0.971483 0.805246 0.0 0.0 0.0
C 6.516594 -1.039923 0.681455 0.0 0.0 0.0
C 7.149006 -0.432750 -0.395302 0.0 0.0 0.0
C 6.413493 0.247420 -1.356984 0.0 0.0 0.0
C 5.036803 0.324803 -1.248729 0.0 0.0 0.0
H 4.632322 -1.434610 1.639663 0.0 0.0 0.0
H 7.096709 -1.565802 1.426971 0.0 0.0 0.0
H 8.225641 -0.488808 -0.485220 0.0 0.0 0.0
H 6.913742 0.718755 -2.191574 0.0 0.0 0.0
H 4.449565 0.851964 -1.987930 0.0 0.0 0.0
N -10.126757 -0.442423 -1.235486 0.0 0.0 0.0
C -8.990006 -0.395583 -1.070379 -0.1 0.0 0.0
C -7.570145 -0.338703 -0.865643 0.1 0.0 0.0
C -6.961222 -1.205275 0.040630 0.0 0.0 0.0
C -5.594643 -1.150333 0.232738 0.0 0.0 0.0
C -4.810518 -0.233043 -0.474702 0.0 0.0 0.0
C -5.434924 0.632125 -1.379389 0.0 0.0 0.0
C -6.801176 0.582489 -1.574888 0.0 0.0 0.0
C -3.396144 -0.178181 -0.273005 0.0 0.0 -0.1
C -2.192187 -0.135154 -0.094502 0.1 0.1 0.1
H -7.564474 -1.915824 0.589118 0.0 0.0 0.0
H -5.114934 -1.817140 0.935680 0.0 0.0 0.0
H -4.831710 1.343597 -1.926231 0.0 0.0 0.0
H -7.280689 1.252949 -2.275042 0.0 0.0 0.0
```
Forces are in eV/Å.

Computed properties:
⟨S²⟩: 6.022
Frontier orbital gap (spin up / spin down) (eV): 6.2 / 6.2
Multiplicity: 5